(1)
{
  "formula": "C3H5ClS",
  "method": "ωB97M-V/def2-TZVPD",
  "symbols": ["C", "C", "C", "S", "Cl", "H", "H", "H", "H", "H"],
  "coordinates": [[-1.7364, -1.6485, 0.7178], [-0.9446, -0.5781, 0.6928], [2.1469, 0.8796, -0.4245], [0.8184, 1.4665, -1.2744], [3.6383, 1.7708, -0.4755], [-1.3731, -2.6688, 0.5258], [-2.8260, -1.5491, 0.8513], [-1.3101, 0.3759, 1.0288], [0.1448, -0.5720, 0.4279], [1.4420, 2.5236, -2.0699]],
  "relative_energy_ev": 3.062,
  "gap_ev": 8.68,
  "multiplicity": 1,
  "homo_ev": -9.258
}

(2)
{
  "formula": "C40H72IN11O14",
  "method": "ωB97M-V/def2-TZVPD",
  "symbols": ["C", "C", "C", "C", "N", "C", "C", "C", "O", "I", "C", "O", "N", "O", "N", "C", "C", "C", "C", "O", "C", "O", "C", "C", "C", "O", "H", "H", "H", "H", "H", "H", "H", "H", "H", "H", "H", "H", "H", "H", "H", "H", "C", "N", "C", "C", "O", "H", "H", "H", "H", "H", "H", "H", "C", "N", "C", "C", "O", "H", "H", "H", "H", "H", "H", "H", "C", "N", "C", "C", "O", "H", "H", "H", "H", "H", "H", "H", "C", "N", "C", "C", "O", "H", "H", "H", "H", "H", "H", "H", "C", "N", "C", "C", "O", "H", "H", "H", "H", "H", "H", "H", "C", "N", "C", "C", "O", "H", "H", "H", "H", "H", "H", "H", "C", "N", "C", "C", "O", "H", "H", "H", "H", "H", "H", "H", "C", "N", "C", "C", "O", "H", "H", "H", "H", "H", "H", "H"],
  "coordinates": [[-7.2167, 3.5775, -3.1274], [-5.9037, 2.9221, -3.5386], [-4.7152, 3.4222, -3.1123], [-3.4653, 2.8561, -3.4997], [-2.3299, 3.4618, -3.0479], [-1.2641, 2.8525, -3.5152], [0.1004, 3.4485, -3.1279], [0.5539, 3.0029, -1.7274], [1.3143, 2.0915, -1.6029], [-0.1421, 4.0419, 0.0354], [-1.2697, 1.6905, -4.3453], [-0.0683, 1.1235, -4.7562], [0.2412, 1.5084, -6.1164], [-0.1968, 0.7358, -6.8597], [-2.3623, 1.1220, -4.7644], [-3.5063, 1.7335, -4.3463], [-4.7576, 1.1912, -4.7941], [-4.6969, -0.0430, -5.6982], [-4.2571, -1.3243, -4.9397], [-5.3868, -2.2586, -4.9873], [-5.1879, -3.3187, -4.1453], [-4.4776, -4.2547, -4.3977], [-5.9481, 1.7720, -4.4241], [-7.2679, 1.2029, -4.9490], [-7.6022, 1.8858, -6.3180], [-7.3427, 0.9990, -7.4154], [-7.0874, 4.6600, -2.9644], [-7.5992, 3.1761, -2.1749], [-7.9852, 3.4706, -3.9056], [-4.7547, 4.2945, -2.4560], [0.0525, 4.5381, -3.2608], [0.8644, 3.0882, -3.8307], [-3.8830, 0.1718, -6.4083], [-5.6182, -0.1993, -6.2623], [-3.9457, -1.1470, -3.9029], [-3.4452, -1.7792, -5.5029], [-5.7250, -3.2715, -3.1712], [-7.2050, 0.1211, -5.1176], [-8.0677, 1.3794, -4.2159], [-8.6606, 2.1787, -6.3894], [-6.9468, 2.7602, -6.4738], [-6.4880, 1.2075, -7.8066], [2.8202, 3.3470, 4.7960], [1.4271, 2.9499, 4.6837], [0.8820, 2.0306, 3.8423], [1.8057, 1.3102, 2.8883], [-0.3182, 1.8073, 3.8709], [3.1534, 3.1454, 5.8203], [2.8951, 4.4169, 4.6024], [3.4556, 2.8140, 4.1006], [0.7519, 3.3934, 5.2944], [1.2284, 0.6131, 2.2864], [2.2902, 2.0256, 2.2210], [2.5592, 0.7479, 3.4437], [0.2741, -5.4421, -4.5442], [-0.8926, -4.6017, -4.3551], [-1.0006, -3.2598, -4.5354], [0.2230, -2.5053, -4.9915], [-2.0683, -2.7034, -4.3293], [0.0449, -6.2031, -5.2927], [0.5094, -5.9388, -3.6011], [1.1355, -4.8684, -4.8702], [-1.7525, -5.0353, -4.0517], [-0.0257, -1.4519, -5.0881], [1.0260, -2.6066, -4.2596], [0.5571, -2.8747, -5.9632], [5.6234, 3.4910, -0.9468], [5.4944, 3.5216, 0.4981], [4.5311, 4.1230, 1.2422], [3.4398, 4.8623, 0.5123], [4.5652, 4.0532, 2.4627], [5.6097, 2.4523, -1.2811], [6.5798, 3.9368, -1.2259], [4.8201, 4.0335, -1.4341], [6.1911, 3.0457, 1.0504], [2.7469, 5.2859, 1.2333], [3.8632, 5.6761, -0.0793], [2.8918, 4.1755, -0.1321], [2.0326, 4.4672, 9.4438], [1.2061, 4.2452, 8.2724], [-0.1522, 4.2702, 8.1830], [-0.9311, 4.5625, 9.4405], [-0.7058, 4.0612, 7.1149], [2.6965, 5.3125, 9.2538], [2.6401, 3.5780, 9.6223], [1.4345, 4.6738, 10.3249], [1.6644, 4.0444, 7.3978], [-1.9928, 4.5481, 9.2114], [-0.7290, 3.8030, 10.1972], [-0.6724, 5.5498, 9.8263], [4.5865, -1.6230, 5.0664], [6.0226, -1.5166, 4.9080], [6.7540, -0.3995, 4.6650], [6.0019, 0.9017, 4.5354], [7.9701, -0.4628, 4.5570], [4.3757, -2.0368, 6.0492], [4.1999, -2.3042, 4.3098], [4.0953, -0.6585, 4.9699], [6.5733, -2.3586, 4.9824], [6.7042, 1.7082, 4.3431], [5.2983, 0.8494, 3.7025], [5.4674, 1.1210, 5.4610], [3.3691, -5.1929, 8.7510], [3.9490, -4.5648, 7.5784], [4.3114, -5.1451, 6.4100], [4.1051, -6.6327, 6.2689], [4.7871, -4.4679, 5.5057], [2.4012, -4.7322, 8.9536], [4.0268, -5.0214, 9.6050], [3.2349, -6.2601, 8.6115], [4.1144, -3.5717, 7.6039], [4.4403, -6.9458, 5.2837], [4.6867, -7.1690, 7.0195], [3.0470, -6.8809, 6.3714], [1.2516, -4.3647, 2.7896], [1.1299, -4.3555, 4.2345], [0.1961, -3.7303, 5.0001], [-0.8717, -2.9304, 4.2978], [0.2413, -3.8275, 6.2181], [1.1966, -5.3963, 2.4362], [2.2245, -3.9528, 2.5144], [0.4686, -3.7818, 2.3157], [1.8090, -4.8673, 4.7760], [-1.5358, -2.4957, 5.0392], [-0.4226, -2.1214, 3.7195], [-1.4585, -3.5751, 3.6415], [-1.9532, -3.4927, -9.1402], [-3.1330, -2.6676, -8.9690], [-3.2599, -1.3295, -9.1675], [-2.0412, -0.5668, -9.6246], [-4.3340, -0.7827, -8.9738], [-2.1668, -4.2674, -9.8791], [-1.7165, -3.9722, -8.1878], [-1.0988, -2.9104, -9.4699], [-3.9859, -3.1108, -8.6632], [-2.3000, 0.4825, -9.7365], [-1.2425, -0.6501, -8.8860], [-1.6969, -0.9440, -10.5888]],
  "gap_ev": 7.81,
  "multiplicity": 1,
  "homo_ev": -8.757
}

(3)
{
  "formula": "C4H8N2OS",
  "method": "ωB97M-V/def2-TZVPD",
  "symbols": ["H", "N", "C", "C", "O", "N", "C", "C", "S", "H", "H", "H", "H", "H", "H", "H"],
  "coordinates": [[-0.8318, 1.6323, 1.6528], [-1.4382, 0.8959, 1.4307], [-0.9439, 0.1003, 0.6316], [-1.3913, -1.2810, 0.1114], [-0.2034, -1.9825, -0.2899], [0.5869, -0.9997, -0.8931], [0.5195, 0.2007, -0.0498], [0.9606, 1.3858, -0.7661], [1.9084, -0.0934, 1.2632], [-1.7529, -1.8281, 1.0161], [-2.0501, -1.2490, -0.7271], [0.0854, -0.6911, -1.6666], [2.0278, 1.5577, -1.0735], [0.6795, 2.2459, -0.1400], [0.3566, 1.4536, -1.7294], [1.4870, -1.3472, 1.2297]],
  "relative_energy_ev": 3.290,
  "gap_ev": 9.90,
  "multiplicity": 1,
  "homo_ev": -9.139
}